No. 1
C12H32O4 | the ωB97M-V functional and the def2-TZVPD basis

Spin multiplicity   1
Energy relative to the best compared isomer or geometry (same formula, charge and spin)   6.6 kcal/mol
E   -777.344291 a.u.
SMILES   CC(C)O.CC(C)O.CC(C)O.CC(C)O

Structure (XYZ):
```
48
Properties=species:S:1:pos:R:3:forces:R:3:mulliken_charge:R:1
C 0.03195 -3.65678 3.77291 -0.27 -0.58 0.18 -1.240
C -0.82811 -2.42427 4.00520 -0.02 0.49 -0.42 0.666
C -2.18181 -2.49663 3.30778 -0.56 -0.45 -0.27 -1.174
O -0.93563 -2.17017 5.40048 -0.25 0.10 0.06 -0.572
H -0.36901 -4.49030 4.36289 -0.14 0.08 0.00 0.392
H 1.05319 -3.53365 4.12767 0.04 0.25 -0.14 0.311
H 0.02175 -4.01290 2.74164 0.15 0.29 -0.07 0.282
H -0.35820 -1.52162 3.60303 0.38 -0.18 0.11 0.040
H -2.71225 -1.55032 3.18498 0.27 0.19 0.48 0.274
H -2.86297 -3.17855 3.82944 0.07 -0.04 0.00 0.393
H -2.09535 -2.86556 2.28191 0.23 -0.17 0.12 0.309
H -1.52975 -2.82816 5.78209 0.09 0.04 -0.04 0.363
C 0.62842 -1.99498 -2.15337 0.70 -0.64 0.91 -1.516
C -0.02023 -1.36232 -0.92730 -0.48 -0.80 -0.74 0.602
C 0.17229 -2.21372 0.32487 -0.07 0.74 0.24 -0.730
O 0.47238 -0.04769 -0.78055 -0.26 0.51 0.35 -0.324
H 0.52180 -1.38744 -3.04518 -0.17 -0.07 -0.11 0.303
H 0.22853 -3.00891 -2.25309 -0.23 0.20 -0.41 0.441
H 1.69460 -2.16504 -1.96221 0.02 0.34 -0.11 0.339
H -1.09362 -1.38906 -1.16992 -0.05 0.56 0.27 0.255
H 1.23612 -2.33538 0.53302 -0.02 -0.32 -0.05 0.320
H -0.37194 -3.15494 0.25519 0.31 -0.21 -0.19 0.414
H -0.25643 -1.70262 1.19133 0.03 0.13 -0.06 -0.164
H -0.24576 0.55598 -0.49770 0.28 -0.40 -0.37 0.125
C 2.64010 1.22323 -5.01889 -0.30 -0.95 -0.12 -1.384
C 2.26712 1.79976 -3.67485 0.51 0.80 0.62 0.699
C 0.79202 2.18799 -3.64185 0.31 0.66 -0.22 -1.172
O 2.64160 0.94252 -2.58994 -0.56 -0.20 -0.31 -0.544
H 2.60378 1.98961 -5.79169 0.12 0.04 0.00 0.360
H 1.92128 0.43967 -5.29598 -0.01 0.12 0.00 0.293
H 3.60670 0.71884 -5.01627 0.15 0.32 0.10 0.360
H 2.88867 2.69790 -3.50366 -0.34 0.03 -0.32 0.169
H 0.54325 2.81822 -4.50242 0.12 -0.29 -0.20 0.445
H 0.57044 2.85319 -2.80541 -0.10 -0.48 0.37 0.218
H 0.15871 1.30226 -3.66763 -0.10 0.03 0.21 0.267
H 1.87867 0.83403 -1.99803 0.15 -0.22 -0.07 0.290
C -0.92791 4.20112 0.66440 -0.01 0.70 0.01 -1.416
C -0.63478 2.73718 0.70334 -0.52 -1.19 0.24 0.611
C -1.13334 2.03497 1.97136 -0.72 -0.83 -0.78 -0.862
O -1.27698 2.07383 -0.41925 0.18 0.24 0.08 -0.690
H -0.39419 4.76172 1.43331 0.19 -0.11 -0.07 0.383
H -1.98639 4.40199 0.86010 -0.05 -0.20 -0.09 0.364
H -0.68395 4.60961 -0.31751 0.09 0.07 0.08 0.355
H 0.41160 2.47166 0.55147 0.17 0.47 0.05 0.189
H -2.23020 2.00085 1.92676 0.02 0.68 0.37 0.274
H -0.76682 2.40837 2.92142 0.04 0.14 -0.01 0.423
H -0.94870 0.95816 1.87601 0.63 0.16 0.19 -0.058
H -2.14065 2.46835 -0.57989 0.00 -0.05 0.10 0.319
```
Forces are in eV/Å.

No. 2
C12H33BrMnN3O3 | the ωB97M-V functional and the def2-TZVPD basis

Spin multiplicity   7
Expectation value of S²   12.010
E   -4591.358948 a.u.
Net charge   +2

Structure (XYZ):
```
53
Properties=species:S:1:pos:R:3:forces:R:3:mulliken_charge:R:1
Mn -0.90877 0.74159 -0.17208 0.72 0.90 0.82 0.361
Br 1.52302 -0.00152 0.07048 -0.40 -0.11 0.31 -0.627
C -3.98121 3.80353 -0.71105 1.52 1.88 0.43 -1.353
C -2.60912 3.17676 -0.61908 0.11 1.20 -0.74 0.324
C -1.58550 3.87209 0.38204 -0.87 -1.64 -2.26 -0.790
O -0.53348 2.89319 0.52274 -1.86 0.08 -2.32 -0.008
C 0.36781 3.24405 1.47652 1.54 -0.52 2.86 -0.776
N -2.86571 1.84130 -0.21169 0.01 -2.25 1.21 -0.484
H -3.71775 4.72866 -1.22371 -1.17 0.51 0.09 0.360
H -4.23737 3.97928 0.33374 -0.77 0.38 -0.14 0.412
H -4.75145 3.24121 -1.23892 0.29 -0.02 -0.05 0.465
H -2.22247 3.10456 -1.63564 0.54 0.28 0.16 0.122
H -2.13198 4.07289 1.30352 0.43 0.13 0.34 0.385
H -1.09867 4.73134 -0.07923 -0.51 0.35 0.28 0.451
H 0.68500 4.28245 1.57249 -0.33 0.21 -0.66 0.309
H 1.25792 2.62422 1.36876 -0.05 0.05 -0.03 0.194
H -0.14279 2.96894 2.39939 0.57 0.23 0.75 0.328
H -3.60513 1.53253 -0.82652 0.17 -0.59 -0.65 0.329
H -3.44257 1.92259 0.61336 0.17 -0.17 0.98 0.287
C -1.99169 -2.47451 -2.77753 1.48 0.55 0.37 -1.394
C -1.24286 -1.21603 -2.14025 -1.27 -0.15 -3.12 0.563
C -1.41812 0.15605 -2.96992 -2.02 -2.91 1.00 -0.933
O -0.92633 1.22142 -2.22520 1.11 0.87 -2.21 0.290
C 0.05728 1.97113 -3.00020 1.79 0.52 2.43 -0.965
N -1.83246 -1.02128 -0.86839 -1.72 -0.17 2.60 -0.335
H -3.07826 -2.54899 -2.73370 -0.19 1.16 -0.18 0.379
H -1.75222 -3.28176 -2.08535 0.59 -0.44 -0.41 0.439
H -1.65838 -2.67183 -3.79639 0.02 -0.28 0.19 0.378
H -0.19280 -1.37976 -1.89803 0.17 -0.34 -0.73 0.069
H -2.49291 0.33620 -2.94821 -0.41 -0.37 -0.59 0.269
H -1.10712 0.08872 -4.01244 0.42 0.12 0.27 0.555
H 0.34033 2.64456 -2.19119 0.60 0.57 -0.57 0.241
H -0.12448 2.54429 -3.90935 -1.39 -0.41 0.08 0.294
H 0.92116 1.33312 -3.18660 -0.09 -0.19 -0.02 0.407
H -1.94610 -1.91614 -0.41408 1.34 -0.60 0.63 0.249
H -2.83754 -0.92292 -0.88422 -0.65 1.07 -0.95 0.254
C 1.57221 -3.83431 1.05816 0.02 -0.30 -0.41 -1.143
C 2.26004 -3.40939 2.34256 -1.07 -0.44 -0.46 0.370
C 3.72630 -2.80822 2.05161 0.97 0.81 2.32 -0.629
O 4.29313 -2.63602 3.39154 -0.03 -0.20 -2.24 -0.260
C 5.71549 -2.42378 3.31223 -0.12 -0.52 0.03 -0.719
N 1.47062 -2.36898 3.03708 2.82 -0.20 -2.39 -0.226
H 1.39517 -2.98523 0.39798 -0.01 -0.04 -0.10 0.125
H 0.64790 -4.38979 1.21687 -0.26 0.39 0.46 0.390
H 2.14285 -4.60037 0.53317 0.49 0.29 -0.05 0.418
H 2.35890 -4.32502 2.92560 0.57 0.33 0.54 0.342
H 3.75564 -1.80353 1.62990 -1.17 0.17 -0.28 0.314
H 4.38891 -3.36669 1.39043 -0.29 -0.89 0.29 0.543
H 6.25723 -3.15511 2.71241 -0.35 -1.04 0.24 0.346
H 6.04697 -2.46154 4.34992 0.30 0.53 -0.38 0.283
H 5.95934 -1.57254 2.67660 -0.28 0.90 0.78 0.331
H 1.20087 -1.79914 2.24802 -1.77 0.44 -0.55 0.064
H 2.09099 -1.68253 3.44208 0.30 -0.14 2.02 0.403
```
Forces are in eV/Å.

No. 3
C12H33BrN3O5V | the ωB97M-V functional and the def2-TZVPD basis

Spin multiplicity   1
Energy relative to the best compared isomer or geometry (same formula, charge and spin)   230.9 kcal/mol
E   -4535.147261 a.u.

Structure (XYZ):
```
55
Properties=species:S:1:pos:R:3:forces:R:3:mulliken_charge:R:1
O 0.03868 9.35840 -3.19115 2.26 -1.27 -1.76 -0.530
V 1.17813 8.56109 -3.98803 -1.13 2.45 -0.07 1.641
O 1.79050 9.48661 -5.14691 -1.25 -1.55 2.18 -0.546
Br 0.15080 4.41882 -0.53716 0.12 0.35 -0.36 -0.565
C 3.59159 -1.37568 -6.40638 0.67 0.29 -0.36 -1.433
C 2.51299 -0.60531 -5.59040 0.14 -1.93 0.68 0.460
C 1.43011 -1.62431 -5.21181 -1.87 -0.11 -0.51 -0.856
O 1.86853 -2.60595 -4.30957 2.47 0.47 -0.25 -0.334
C 0.95677 -3.43862 -3.70286 -1.60 0.59 0.07 -0.756
N 3.04020 -0.11674 -4.28926 0.51 -0.45 -0.85 -0.830
H 3.28477 -1.73872 -7.38727 -0.62 0.74 -0.28 0.384
H 3.95545 -2.33853 -6.04775 -0.33 0.15 1.20 0.295
H 4.50433 -0.79696 -6.54815 -0.13 0.29 -0.03 0.368
H 2.02472 0.18149 -6.16541 0.27 0.03 -0.08 0.342
H 0.95003 -2.11749 -6.05705 0.29 -0.16 -0.60 0.440
H 0.59856 -1.05822 -4.79210 -0.23 0.19 0.59 0.437
H 1.38171 -3.99069 -2.86456 0.33 0.04 -0.33 0.233
H 0.45923 -4.09672 -4.41521 0.14 -0.39 -0.12 0.278
H 0.16952 -2.79573 -3.30913 -0.43 -0.09 0.41 0.327
H 3.03402 -1.00802 -3.81423 0.78 -0.09 0.81 0.346
H 2.34979 0.39140 -3.75519 -0.38 0.45 -0.33 0.297
C 2.01927 -1.98985 5.32286 0.88 -0.73 -0.26 -1.263
C 2.37599 -0.68468 4.62914 0.76 1.27 -0.45 0.251
C 3.61209 -0.63107 3.65003 -1.00 -0.24 1.75 -0.696
O 3.43924 -1.69552 2.77596 2.88 -0.92 -0.75 -0.295
C 4.70206 -1.87001 2.04805 -2.02 -1.21 -1.54 -0.851
N 1.22009 -0.25271 3.88531 -0.93 -0.24 -0.60 -0.710
H 1.27322 -1.74855 6.07999 -0.15 -0.36 -0.24 0.335
H 2.84366 -2.52248 5.79697 0.43 0.61 0.40 0.348
H 1.72888 -2.78248 4.63326 -0.76 0.35 -0.25 0.301
H 2.47532 0.03490 5.44180 0.59 0.26 -0.05 0.322
H 4.52318 -0.66872 4.24717 0.42 -0.38 -0.04 0.358
H 3.69543 0.21372 2.96632 -0.40 0.98 0.73 0.405
H 4.35964 -2.55009 1.26807 0.45 -0.50 0.01 0.282
H 5.56407 -2.30996 2.54954 -0.38 0.11 0.72 0.309
H 5.04253 -1.04035 1.42851 -0.24 0.84 0.64 0.339
H 1.13808 -0.94085 3.15058 -0.53 -0.30 -0.27 0.309
H 1.44220 0.57965 3.35809 -0.01 0.45 0.18 0.255
C -6.48555 2.85130 1.16511 -0.49 -1.15 -0.80 -1.461
C -5.83921 1.93296 2.15734 0.86 -1.70 1.18 0.399
C -5.29434 0.47612 1.68933 -1.20 1.02 0.65 -0.661
O -4.87145 -0.21698 2.85669 0.23 -0.75 -0.59 -0.294
C -4.36499 -1.54052 2.61497 1.11 0.49 1.08 -0.810
N -4.80016 2.65026 2.90328 0.34 0.35 -0.92 -0.674
H -6.80519 3.76596 1.66446 -0.12 -0.06 -0.08 0.451
H -7.34710 2.27384 0.82988 -0.39 0.53 -0.51 0.349
H -5.86090 3.10387 0.30830 0.10 0.00 -0.01 0.342
H -6.56136 1.79387 2.96185 -0.45 -0.79 -0.27 0.201
H -4.56546 0.53872 0.88130 0.79 0.36 0.29 0.366
H -6.06167 -0.14622 1.22891 -0.72 0.29 -0.06 0.356
H -3.32803 -1.51374 2.28019 -0.02 0.33 -1.02 0.322
H -4.95236 -2.25919 2.04348 -0.42 0.51 -0.33 0.301
H -4.14638 -2.01403 3.57211 -0.79 0.20 0.45 0.290
H -4.17010 2.93187 2.16584 1.15 -0.15 -0.10 0.264
H -5.27112 3.54085 2.97492 0.03 0.55 1.05 0.259
```
Forces are in eV/Å.

No. 4
C12H33ClI2InP3 | the ωB97M-V functional and the def2-TZVPD basis

Spin multiplicity   1
Energy relative to the best compared isomer or geometry (same formula, charge and spin)   15.9 kcal/mol
E   -2746.240847 a.u.
Net charge   +2

Structure (XYZ):
```
52
Properties=species:S:1:pos:R:3:forces:R:3:mulliken_charge:R:1
I 0.39838 1.76321 0.63554 -0.60 1.03 -1.01 -0.244
I 0.44630 -1.48448 1.16896 -0.07 -0.08 1.65 -0.017
In -0.38874 -0.06334 -1.86965 1.87 0.97 0.77 0.685
P -2.77809 -0.05120 -0.94030 -1.18 0.07 -0.27 0.762
C -3.21521 0.14156 0.82713 0.50 -0.05 0.23 -0.727
C -3.52735 1.39799 -1.75921 0.33 0.22 -0.15 -1.248
H -4.61062 1.27100 -1.88371 0.27 -0.12 0.09 0.412
H -4.71688 -1.34853 -1.69471 0.23 0.13 0.08 0.411
H -3.06490 1.55231 -2.74518 -0.27 -0.01 0.21 0.435
H -3.22151 -1.80787 -2.55666 -0.19 0.11 0.26 0.413
H -2.80284 1.09348 1.19548 -0.07 -0.29 -0.19 0.297
H -3.34544 2.29355 -1.15065 0.04 -0.21 -0.15 0.357
C -3.63984 -1.51984 -1.58060 0.14 -0.33 -0.05 -1.196
H -4.31382 0.15324 0.96465 0.47 -0.07 -0.40 0.495
H -3.49932 -2.35839 -0.88758 0.04 0.14 -0.14 0.346
H -2.78858 -0.68021 1.42208 -0.17 0.22 -0.24 0.028
P 2.78997 -0.00496 -0.90688 1.71 -0.20 -0.71 0.461
C 3.60482 0.16158 0.74667 -0.76 -0.09 0.36 -1.134
C 3.79826 -1.39054 -1.59000 -0.55 -0.28 -0.05 -1.234
H 3.27338 1.46545 -2.76283 0.39 0.10 0.19 0.346
H 4.77704 1.10492 -1.80389 -0.54 0.13 0.02 0.422
H 3.54568 2.28634 -1.19773 0.10 -0.14 -0.25 0.335
C 3.70294 1.35474 -1.75635 -0.83 0.24 -0.14 -1.141
H 3.43071 -1.61571 -2.60190 0.30 0.01 0.22 0.354
H 4.86329 -1.10812 -1.61574 -0.45 -0.16 0.00 0.421
H 4.69434 0.03762 0.66865 -0.36 0.02 -0.19 0.404
H 3.19414 -0.60045 1.41913 0.33 0.14 -0.03 0.288
H 3.66175 -2.28441 -0.96971 0.10 0.09 -0.16 0.328
H 3.35902 1.14500 1.16290 0.18 -0.19 -0.10 0.388
Cl 0.43391 -0.07323 -4.09727 -0.63 -0.04 1.27 -0.312
C 2.43044 0.72663 4.86087 0.16 0.13 -0.17 -1.191
C 1.29832 -0.29403 4.92717 0.97 -0.29 -1.20 -0.771
P 0.04134 -0.14755 3.54151 -1.53 -1.78 2.35 0.983
C -1.09787 -1.53703 4.03980 0.25 -0.26 -0.68 -0.590
C -2.00886 -1.37632 5.25205 -0.03 0.04 0.14 -1.353
C -0.96981 1.33060 4.06287 -0.13 1.14 -1.72 -0.288
C -0.97916 1.77334 5.52996 -0.11 -0.36 0.60 -1.310
H 3.05757 0.54608 3.97410 -0.09 0.02 0.37 0.255
H 3.04498 0.62912 5.76870 -0.13 0.17 -0.40 0.391
H 2.05693 1.75366 4.77463 0.11 -0.14 0.21 0.310
H 1.72787 -1.29555 4.79232 -0.17 0.08 0.20 0.455
H 0.78838 -0.26272 5.90570 -0.32 -0.03 -0.69 0.459
H -1.69172 -1.75986 3.13705 0.10 -0.03 0.43 0.330
H -0.43663 -2.40629 4.19087 -0.17 0.21 -0.17 0.483
H -2.83237 -0.66660 5.06979 0.37 -0.22 0.15 0.313
H -2.45147 -2.36830 5.42496 0.04 0.38 0.12 0.410
H -1.45120 -1.08187 6.15586 -0.33 -0.17 -0.32 0.277
H -0.57734 2.15769 3.44555 -0.27 -0.22 0.31 0.412
H -2.00401 1.15908 3.70537 0.52 -0.06 0.04 0.309
H 0.02420 1.82818 5.96187 -0.22 0.10 -0.07 0.286
H -1.41528 2.78108 5.55806 0.21 -0.20 -0.13 0.418
H -1.61689 1.15970 6.19160 0.43 0.13 -0.47 0.279
```
Forces are in eV/Å.

> The lowest E belongs to which entry?

C12H33BrMnN3O3

> The highest spin multiplicity belongs to which entry?

C12H33BrMnN3O3

> Which value of spin multiplicity does entry 1 give?

1